Record 1
C15H9NOS | ωB97M-V with the def2-TZVPD basis set

XYZ file:
```
27
Properties=species:S:1:pos:R:3:forces:R:3
C -1.365 -1.680 -3.068 1.9 0.0 1.2
C -0.983 -0.725 -1.908 -0.8 1.6 -2.6
C -1.375 0.686 -2.093 1.6 -3.0 1.9
C -0.990 1.568 -1.115 0.4 1.8 -0.1
C -0.196 1.236 -0.029 -0.5 -1.4 0.4
C 0.156 -0.106 0.113 0.1 1.7 1.1
C 1.024 -0.557 1.219 -1.1 1.8 -3.1
N 1.446 -1.730 1.036 0.2 -3.0 -0.2
S 0.686 -2.472 -0.277 0.5 -0.9 0.0
C -0.166 -1.071 -0.845 0.1 0.6 1.2
C 1.562 0.412 2.103 1.4 3.7 3.7
C 2.617 0.158 3.063 -1.8 -0.4 -2.3
C 3.053 1.074 3.949 1.3 1.6 0.6
C 2.430 2.335 3.955 2.2 -0.2 3.0
C 1.520 2.700 3.057 -1.1 1.8 -0.2
C 1.102 1.801 2.121 -0.8 -3.6 -2.4
C 0.234 2.204 0.988 -0.8 5.5 -0.6
O -0.040 3.464 0.822 0.8 -4.6 0.7
H -2.421 -1.739 -3.093 -1.2 -0.3 -0.1
H -1.048 -1.216 -4.038 0.1 -0.8 0.8
H -0.933 -2.705 -2.827 -0.5 1.2 -0.9
H -1.846 1.041 -2.981 -0.5 -0.2 -0.4
H -1.155 2.638 -1.206 -0.3 -0.1 -0.2
H 3.100 -0.756 2.937 0.7 -1.6 0.1
H 4.017 0.970 4.529 -1.5 -0.3 -0.5
H 2.719 3.033 4.764 -0.1 -0.3 -0.7
H 1.138 3.726 3.111 -0.1 -0.6 -0.5
```
Positions in Å, forces in eV/Å.

Summary:
* HOMO level: -8.463 eV
* relative energy (zero: lowest compared OMol25 entry of this formula, charge and spin): 7.2 kJ/mol
* charge: 0
* HOMO-LUMO gap: 7.3606 eV



Record 2
C16H10BrEuF5 | ωB97M-V with the def2-TZVPD basis set

XYZ file:
```
33
Properties=species:S:1:pos:R:3:forces:R:3
C 1.013 2.677 -1.701 0.1 -0.7 -0.4
C 2.239 2.069 -1.316 -0.2 0.1 -0.8
C 2.289 0.754 -1.851 -0.4 0.4 -0.9
H 3.018 2.542 -0.739 0.0 0.0 0.1
C 1.053 0.519 -2.540 0.2 1.2 -0.4
C 0.276 1.729 -2.470 0.5 -0.4 0.2
H -0.714 1.896 -2.929 0.7 -0.2 0.4
H 0.699 3.700 -1.479 0.1 -0.5 0.1
H 3.096 0.038 -1.735 -0.1 0.1 0.0
H 0.774 -0.364 -3.105 0.1 0.0 0.2
Eu 0.721 0.259 0.112 -2.3 2.4 -0.1
Br 2.366 0.858 2.095 1.5 0.2 1.5
C -2.082 1.539 1.893 0.5 0.4 -0.4
C -2.602 1.785 0.580 0.5 0.2 0.4
C -1.927 2.912 0.029 0.3 -0.2 0.7
H -3.373 1.197 0.089 0.1 0.1 0.0
C -0.978 3.370 0.994 -0.4 -0.6 0.1
C -1.072 2.521 2.144 -0.3 -0.1 -0.6
H -0.430 2.573 3.029 -0.3 0.0 -0.4
H -2.357 0.717 2.566 0.1 0.4 -0.4
H -2.052 3.313 -0.980 0.0 -0.1 0.4
H -0.261 4.193 0.866 -0.4 -0.4 0.0
F 1.632 -2.457 -1.444 0.1 -0.2 0.1
C 0.856 -2.944 -0.434 -1.1 -0.2 1.3
C 0.121 -2.076 0.356 -0.5 -1.3 -0.2
C -0.716 -2.596 1.318 0.6 -1.1 -0.5
F -1.518 -1.769 2.066 0.5 -0.8 -0.3
C -0.769 -3.993 1.547 -0.4 1.3 0.2
F -1.608 -4.474 2.506 0.4 -0.3 -0.3
C 0.011 -4.851 0.775 -0.3 0.7 0.2
F -0.037 -6.186 1.006 0.1 0.2 -0.2
C 0.814 -4.313 -0.237 -0.3 0.3 0.3
F 1.518 -5.138 -1.013 0.5 -0.8 -0.4
```
Positions in Å, forces in eV/Å.

Summary:
* HOMO level (spin up / spin down): -0.432 / -0.637 eV
* relative energy (zero: lowest compared OMol25 entry of this formula, charge and spin): 93.4 kJ/mol
* charge: -2
* 2S+1: 8
* HOMO-LUMO gap (spin up / spin down): 5.3200 / 5.5234 eV



| no. | energy (eV) |
| --- | --- |
| 1 | -30073.18807 |
| 2 | -119712.84292 |